No. 1
The following is a DFT calculation (ωB97M-V with the def2-TZVPD basis set) of a structure of composition C17H19F6N5O3PtSb.

The total charge is 0. As for the multiplicity: 2. The HOMO energy (spin up / spin down) is -7.82 / -7.78 eV. The value obtained for the gap between HOMO and LUMO (spin up / spin down) is 0.27165 / 0.22798 Ha. The energy relative to the best compared isomer or geometry (same formula, charge and spin) comes out at 1.304 eV.

```
52
Properties=species:S:1:pos:R:3:forces:R:3:lowdin_spin:R:1
O 1.04523 -2.10941 0.97061 -0.4 -0.3 -0.3 0.0607
C 0.92008 2.32560 0.86744 0.3 0.1 0.1 0.0064
H -4.76037 -0.93300 1.75433 0.0 0.0 0.0 -0.0001
N -3.25576 -2.73500 -0.63034 0.0 0.0 0.1 -0.0001
O 0.35291 1.32661 1.44439 -0.3 -0.2 -0.2 0.2018
C -3.52244 -3.82961 -1.55885 0.0 0.0 0.0 0.0003
H 2.44525 3.16374 -0.33494 -0.1 0.0 -0.1 0.0016
N 2.92389 -1.26669 -0.04860 -0.1 0.0 -0.2 0.0123
C -2.67234 -0.74665 1.14379 0.2 0.0 0.3 -0.0006
H 5.69942 -5.29213 -0.14868 0.0 0.0 0.0 0.0000
H -0.57502 3.63924 1.65582 0.0 0.0 0.0 0.0002
H -2.85939 -3.72671 -2.41108 0.0 0.0 0.0 0.0001
O -1.10770 -2.57988 -1.36899 0.0 0.0 0.0 0.0232
N -1.72423 -1.21458 0.33332 0.0 0.0 -0.1 -0.0011
H 4.09665 0.39261 -1.76599 0.0 0.0 0.0 -0.0002
F -0.87992 3.54282 -1.72781 0.2 0.1 0.0 0.0009
H 4.79789 -2.98725 -0.05806 0.0 0.0 0.0 0.0000
C 4.65248 -5.12832 0.07105 0.0 0.0 0.0 0.0000
C 2.01146 2.23803 0.01245 -0.1 0.0 -0.1 0.0310
H -5.18201 -2.75605 0.11716 0.0 0.0 0.0 0.0000
H -1.47208 0.71224 1.88584 0.0 0.0 0.0 -0.0012
C -1.96931 -2.19611 -0.60693 -0.1 0.0 0.0 0.0033
C 2.46774 -5.99910 0.56626 0.0 0.0 0.0 0.0000
F -2.33373 2.19040 -3.42234 0.3 -0.3 -0.1 0.0003
Sb -2.16939 2.20767 -1.56448 0.5 -0.2 0.4 0.0009
C 2.25215 -2.25550 0.43314 0.3 0.2 0.2 0.0083
C 4.15569 -3.83798 0.12370 0.0 0.0 0.0 0.0006
H -3.08354 0.72725 2.45413 0.0 -0.1 0.0 0.0000
C 2.67457 1.04187 -0.31380 0.1 0.1 0.3 -0.0012
H 1.80572 -6.84084 0.72267 0.0 0.0 0.0 0.0000
H 4.29709 2.08156 -1.22323 0.0 0.0 0.0 0.0000
H 4.78137 0.72507 -0.18670 0.0 0.0 0.0 -0.0004
F -0.47966 0.92257 -1.17898 -1.1 0.9 -0.8 0.0154
F -2.04859 2.33521 0.30126 -0.1 -0.1 0.4 -0.0003
H -3.33075 -4.79047 -1.08098 0.0 0.0 0.0 0.0000
C 2.81074 -3.62264 0.41490 0.0 0.0 0.1 0.0013
F -3.11207 0.59498 -1.49517 -0.1 -0.3 0.1 0.0002
H 4.20413 -7.21928 0.26001 0.0 0.0 0.0 0.0000
C 3.81102 -6.21143 0.29519 0.0 0.0 0.0 0.0002
H 0.91981 -4.52431 0.82499 0.0 0.0 0.0 0.0000
N -2.34378 0.20084 2.02135 0.0 0.1 -0.1 -0.0008
C 0.43112 3.69786 1.25283 0.0 -0.1 0.1 0.0095
F -3.69591 3.27954 -1.39764 0.0 0.0 -0.2 0.0000
C 1.96691 -4.70734 0.62838 0.0 0.0 0.0 0.0003
H 1.09716 4.11065 2.01336 0.0 0.0 0.0 -0.0004
H 0.43365 4.35985 0.38939 0.0 0.0 0.0 0.0007
C -3.97917 -1.31345 1.11670 -0.1 0.1 -0.1 -0.0004
C -4.21212 -2.28803 0.21751 0.0 0.0 0.0 0.0002
Pt 0.21176 -0.52090 0.17603 0.5 0.2 0.5 0.5843
N 2.13803 -0.12203 -0.03677 -0.1 -0.1 -0.5 0.0418
C 4.04672 1.06980 -0.91474 0.0 0.0 0.1 0.0010
H -4.55985 -3.77893 -1.88047 0.0 0.0 0.0 0.0000
```
Positions in Å, forces in eV/Å.


No. 2
The following is a DFT calculation (ωB97M-V with the def2-TZVPD basis set) of a structure of composition C14H12AgF3N3S2.

The total charge is +1. The HOMO energy is -11.56 eV. The value obtained for the gap between HOMO and LUMO is 0.31579 Ha.

```
35
Properties=species:S:1:pos:R:3:forces:R:3:lowdin_charge:R:1
C 1.45237 -2.55875 1.97142 0.0 -0.5 0.0 -0.6327
H 1.84251 1.78408 -2.26094 0.1 0.0 -0.1 0.0677
F -5.43382 2.10387 0.35788 0.0 -0.1 0.0 0.1565
C -3.12691 2.44363 0.72920 0.1 -0.2 -0.1 -0.0821
H 0.17581 -1.40170 3.19879 0.1 0.0 0.0 0.0862
C -1.58370 0.71144 0.21564 -0.2 -0.2 -0.1 -0.1185
H -3.70428 0.53330 -0.07566 0.0 -0.1 0.0 0.1281
C -2.05724 3.22434 1.14640 -0.1 -0.3 -0.1 0.0329
H 2.37839 -3.69248 -2.90909 0.0 -0.3 0.0 0.0791
S 2.39392 -1.49336 -3.95636 -0.1 0.2 0.5 1.1127
S 1.55292 -4.26835 1.73294 0.0 0.6 -0.2 1.1169
N 1.64803 -1.87498 0.88598 0.1 0.4 0.1 -0.0100
C 2.14712 -0.23041 -2.79791 0.0 -0.3 -0.3 -0.6269
C -0.78611 2.67815 1.06988 -0.1 0.4 0.2 -0.1115
F -4.86634 3.31299 2.05351 0.1 0.0 0.1 0.1648
H 0.07849 3.24477 1.38528 0.0 0.1 0.0 0.1153
N -0.55084 1.45102 0.61608 0.4 -0.2 0.0 -0.0406
C 1.86942 -4.00368 0.07019 0.0 0.4 0.2 -0.3181
C 1.88480 -2.66505 -0.20576 0.0 -0.9 0.3 -0.3353
H 1.90381 -1.21592 3.55077 0.0 0.0 0.0 0.0885
H 3.01341 1.54750 -3.58297 0.0 0.1 0.0 0.0901
H -1.34724 -0.28064 -0.14889 -0.1 0.0 0.0 0.1093
C 2.07160 1.20312 -3.15759 0.0 0.3 -0.1 -0.0672
F -4.66170 4.09725 0.05978 0.1 0.0 -0.1 0.1649
H 1.04740 -2.68518 4.04984 0.0 0.0 0.2 0.0774
H -2.21087 4.22394 1.52037 0.0 0.1 0.0 0.1347
C -4.53576 2.98821 0.79795 -0.2 0.2 0.0 -0.5972
C 1.12829 -1.93183 3.27349 0.0 0.0 0.2 -0.0707
H 1.29237 1.37122 -3.89963 0.0 0.1 0.0 0.0882
C -2.89202 1.16127 0.25329 0.1 0.2 0.1 0.0314
H 2.01987 -4.82896 -0.59460 0.0 -0.2 -0.2 0.0789
N 2.00098 -0.66678 -1.58435 0.0 0.3 0.2 -0.0072
C 2.28606 -2.64789 -2.69555 0.0 0.3 0.1 -0.3194
Ag 1.49440 0.39798 0.42706 -0.4 -0.1 -0.1 0.7495
C 2.07487 -2.03212 -1.49641 0.2 -0.3 -0.9 -0.3356
```
Positions in Å, forces in eV/Å.


No. 3
The following is a DFT calculation (ωB97M-V with the def2-TZVPD basis set) of an isolated molecule of C4H5N3.

The total charge is 0. The HOMO energy is -8.84 eV. The value obtained for the gap between HOMO and LUMO is 0.32545 Ha. The energy relative to the best compared isomer or geometry (same formula, charge and spin) comes out at 4.707 eV.

```
12
Properties=species:S:1:pos:R:3:forces:R:3:lowdin_charge:R:1
C 0.07645 -0.97042 -1.13091 0.2 0.2 0.1 -0.1803
H -1.15722 -1.91272 0.22298 -0.2 0.0 -0.1 0.1258
H 0.15350 -1.74057 -1.90321 -0.1 0.2 0.2 0.1242
H 0.57730 1.81955 -0.33938 0.1 -0.1 0.2 0.1248
C 0.26295 0.58945 1.38974 1.0 0.1 1.0 -0.2891
C 0.94213 0.87086 0.06773 0.2 0.2 0.1 -0.2144
H 1.96743 1.01348 0.40156 0.2 0.2 -0.3 0.1179
N 0.21108 0.48899 2.54443 -0.2 0.0 -1.1 0.1792
H -1.36972 0.92059 -0.31655 0.0 -0.3 0.1 0.0231
C -1.61192 0.04097 0.31546 -1.0 -0.5 -0.7 0.0075
N -1.03098 -1.02193 -0.24634 -0.1 0.2 0.4 -0.0820
N 0.97899 -0.09826 -1.00551 -0.2 -0.2 0.0 0.0634
```
Positions in Å, forces in eV/Å.


No. 4
The following is a DFT calculation (ωB97M-V with the def2-TZVPD basis set) of the ion C2H3IN with charge +1.

The structure (SMILES) is [NH3+]C#CI. The total charge is +1. The HOMO energy (spin up / spin down) is -13.19 / -13.19 eV. The value obtained for the gap between HOMO and LUMO (spin up / spin down) is 0.24775 / 0.24805 Ha. The energy relative to the best compared isomer or geometry (same formula, charge and spin) comes out at 6.221 eV.

```
7
Properties=species:S:1:pos:R:3:forces:R:3:lowdin_charge:R:1
N -1.07814 0.03230 0.03098 -0.6 2.2 -1.6 0.0866
I 3.66908 -0.01335 -0.05594 -0.6 0.1 0.2 1.0614
C 1.73440 -0.00082 0.34201 -6.9 -1.6 -3.8 -0.6160
H -1.56423 0.50006 -0.75962 0.4 -0.3 -0.2 0.1829
H -1.42177 0.62304 0.76936 1.1 0.8 1.5 0.1687
C 0.23993 -0.35694 -0.47414 8.0 1.6 3.6 -0.0009
H -1.57927 -0.78429 0.14735 -1.5 -2.8 0.4 0.1174
```
Positions in Å, forces in eV/Å.